Record 1
Formula: C4H8O2
Source: OMol25
Level of theory: wB97M-V/def2-TZVPD

```
14
C4H8O2 wB97M-V/def2-TZVPD
O 2.5438 -0.6456 1.0252
C 1.4990 -0.0466 1.1114
C 1.1944 1.2196 0.3355
O -0.1495 1.4266 -0.0058
H 0.7030 -0.3846 1.8134
H 1.4791 2.0574 0.9855
H 1.8586 1.2407 -0.5394
H -0.6858 0.6265 0.1040
C -1.9293 -0.9295 -0.4011
C -0.8717 -0.9045 -1.2102
H -1.9246 -1.4900 0.5302
H -2.8328 -0.3718 -0.6366
H 0.0533 -1.4259 -0.9673
H -0.8601 -0.3125 -2.1221
```

Computed properties:
**HOMO-LUMO gap**: 10.9154 eV
**Total charge**: 0
**Structure (SMILES)**: O=CCO.C=C
**Calculated total energy**: -307.61748 Ha
**Highest occupied orbital energy**: -0.3669 hartree

Here are the natural (NBO) charges for atoms 1 to 6, given in e: -0.5091 0.4084 -0.1746 -0.7345 0.1042 0.2020

---

Record 2
Formula: C4H6N2O
Source: OMol25
Level of theory: wB97M-V/def2-TZVPD

```
13
C4H6N2O wB97M-V/def2-TZVPD
N -2.2942 -0.3392 -0.0725
C -0.9491 0.0511 -0.0796
C -0.3066 1.1894 -0.4356
C 1.1179 0.9247 -0.3507
C 1.2580 -0.3567 0.0635
O 2.3439 -1.1505 0.2572
N 0.0023 -0.9281 0.2724
H -2.8961 0.1222 0.5961
H -2.3760 -1.3489 -0.0534
H -0.7646 2.1119 -0.7596
H 1.9142 1.5973 -0.6396
H 3.1290 -0.6634 -0.0267
H -0.1785 -1.2098 1.2286
```

Computed properties:
**HOMO-LUMO gap**: 8.1536 eV
**Total charge**: 0
**Structure (SMILES)**: Nc1ccc(O)[nH]1
**Calculated total energy**: -340.74735 Ha
**Highest occupied orbital energy**: -0.2684 hartree

Here are the natural (NBO) charges for atoms 1 to 6, given in e: -0.8310 0.2833 -0.3183 -0.3771 0.4270 -0.6667

---

Record 3
Formula: C2H5FO
Source: OMol25
Level of theory: wB97M-V/def2-TZVPD

```
9
C2H5FO wB97M-V/def2-TZVPD
C 0.1485 -0.4148 0.8721
C -0.0014 0.5610 -0.3651
O 0.4127 0.0648 -1.5387
F -1.3380 0.8996 -0.4497
H -0.5148 -1.2178 0.8102
H 1.1004 -0.8541 1.0135
H -0.0641 0.0864 1.7628
H 0.4732 1.4282 -0.0602
H -0.2166 -0.5533 -2.0449
```

Computed properties:
**HOMO-LUMO gap**: 11.6489 eV
**Total charge**: 0
**Structure (SMILES)**: C[C@@H](O)F
**Calculated total energy**: -254.28958 Ha
**Highest occupied orbital energy**: -0.3936 hartree

Here are the natural (NBO) charges for atoms 1 to 6, given in e: -0.6644 0.4955 -0.7214 -0.3759 0.2072 0.2145

---

Record 4
Formula: C54H48BBr2F4IN8PtS
Source: OMol25
Level of theory: wB97M-V/def2-TZVPD

```
120
C54H48BBr2F4IN8PtS wB97M-V/def2-TZVPD
Pt -0.0513 -0.0545 0.1568
S 1.4519 -0.0911 1.8733
C 1.9470 1.4145 1.1035
C 2.8753 2.3603 1.4714
C 3.0241 3.4513 0.6260
C 2.2613 3.5602 -0.5296
C 1.3485 2.5715 -0.8294
N 1.2086 1.5254 -0.0125
H 3.4545 2.2498 2.3768
H 3.7417 4.2227 0.8720
H 2.3672 4.4077 -1.1913
H 0.7175 2.6021 -1.7061
Br 0.4102 6.6993 1.7869
C -0.1361 6.9287 -0.0058
C 0.2471 8.0938 -0.6582
C -0.1140 8.3022 -1.9786
C -0.8590 7.3480 -2.6560
C -1.2454 6.1861 -2.0080
C -0.8883 5.9751 -0.6809
I -1.4935 4.1990 0.2324
H 0.8266 8.8333 -0.1234
H 0.1858 9.2148 -2.4751
H -1.1494 7.5097 -3.6851
H -1.8431 5.4487 -2.5267
C 0.5282 -6.2588 -1.7746
C 0.4561 -5.0855 -0.7915
C 0.5389 -5.5923 0.6520
C -0.7929 -4.2707 -1.0273
C -2.1180 -4.9056 -0.6722
C -3.1787 -4.5333 -1.6848
C -3.2282 -3.2583 -2.0436
C -2.1694 -2.2891 -1.5320
C -2.2491 -1.0266 -2.4346
C -1.5190 0.2269 -1.9499
C -1.8565 -1.3136 -3.8832
C -0.8335 -3.0274 -1.4941
N 0.3696 -2.3255 -1.7943
B 1.0565 -1.2980 -1.0870
N 2.3487 -1.1776 -1.6547
C 2.4044 -2.1090 -2.7043
C 1.2487 -2.7835 -2.7877
C 3.5215 -0.4388 -1.2661
C 4.2338 -0.8595 -0.1287
C 5.3342 -0.1002 0.2540
C 5.7452 0.9937 -0.4923
C 5.0827 1.3279 -1.6588
C 3.9628 0.6134 -2.0783
C 3.3667 0.8838 -3.4502
C 4.2462 0.2118 -4.5168
C 3.2280 2.3638 -3.8106
C 3.9153 -2.1723 0.5750
C 4.4863 -3.3464 -0.2323
C 4.4314 -2.2484 2.0086
H 1.4887 -6.7659 -1.6829
H 0.4138 -5.9283 -2.8076
H -0.2501 -6.9971 -1.5712
H 1.3227 -4.4425 -0.9614
H -0.3166 -6.2147 0.9228
H 0.6012 -4.7713 1.3693
H 1.4338 -6.2026 0.7765
H -1.9989 -5.9811 -0.5774
H -3.9021 -5.2666 -2.0137
H -4.0020 -2.8734 -2.6963
H -3.3136 -0.7673 -2.4189
H -0.4406 0.1630 -2.1482
H -1.8028 0.5148 -0.9132
H -1.8261 1.1157 -2.5070
H -0.7759 -1.4199 -3.9864
H -2.1760 -0.4969 -4.5310
H -2.3209 -2.2283 -4.2497
H 3.2923 -2.2199 -3.3013
H 0.9610 -3.5670 -3.4683
H 5.9044 -0.3812 1.1282
H 6.6152 1.5591 -0.1837
H 5.4540 2.1431 -2.2662
H 2.3717 0.4308 -3.4914
H 5.2011 0.7352 -4.5926
H 3.7631 0.2496 -5.4937
H 4.4703 -0.8282 -4.2831
H 4.2007 2.8519 -3.8792
H 2.6269 2.9199 -3.0942
H 2.7565 2.4575 -4.7895
H 2.8276 -2.2882 0.6090
H 5.5759 -3.2894 -0.2622
H 4.1226 -3.3547 -1.2583
H 4.2127 -4.2952 0.2331
H 5.5205 -2.2169 2.0475
H 4.1296 -3.1956 2.4573
H 4.0480 -1.4396 2.6334
F -3.7360 3.1993 2.7756
C -4.2495 2.7750 3.9278
C -5.1404 3.5390 4.5791
F -5.4839 4.6974 4.0622
C -5.7401 3.1248 5.8387
C -5.3094 1.8195 6.3164
C -4.4173 1.0650 5.6522
F -4.0634 -0.1139 6.1422
C -3.8132 1.4925 4.4157
C -2.8906 0.7320 3.7476
C -2.2266 1.1085 2.5405
N -1.5829 1.2027 1.5921
C -2.4183 -0.5579 4.1582
N -2.0051 -1.6169 4.3282
F -5.8112 1.3651 7.4419
C -6.6296 3.8985 6.5166
C -7.0596 5.1898 6.0658
N -7.4484 6.2261 5.7606
C -7.2361 3.5122 7.7564
N -7.7653 3.2676 8.7456
Br -3.8854 -5.6762 1.4382
C -2.6863 -4.3746 0.6526
C -2.0547 -3.5009 1.7550
C -0.9612 -2.5539 1.5244
N -1.2227 -1.6250 0.6787
C -2.5037 -1.9093 -0.0344
C -3.1577 -2.9866 0.8358
H -2.2122 -3.8116 2.7775
H -0.0469 -2.5414 2.1071
H -3.1198 -1.0083 -0.0214
H -4.1585 -2.8066 1.2021
```

Computed properties:
**HOMO-LUMO gap (alpha / beta)**: 5.4306 / 5.4293 eV
**Total charge**: +2
**Calculated total energy**: -8911.55112 Ha
**Highest occupied orbital energy (alpha / beta)**: -0.4772 / -0.4772 hartree

Here are the Mulliken charges for atoms 1 to 6, given in e: -0.1737 -0.6164 0.8092 -0.8026 -0.6929 -0.5935